Record 1
C31H60BN4OP2Tm | the ωB97M-V functional and the def2-TZVPD basis

XYZ file:
```
100
Properties=species:S:1:pos:R:3:forces:R:3
Tm -0.04932 -0.84777 0.48546 0.18 -1.41 1.69
C 4.92670 -1.71743 1.34730 0.00 0.04 0.04
C 4.40753 -0.27760 1.44123 -0.43 -0.33 0.08
C 5.55514 0.70441 1.20788 -0.04 0.04 -0.06
C 3.83418 -0.07126 2.85441 0.01 -0.05 -0.06
P 2.89607 -0.07653 0.32344 0.05 0.65 -0.45
C 2.53445 1.76041 0.50636 -0.05 -0.26 -0.03
N 1.19677 2.01959 1.00478 0.09 0.05 -0.14
B -0.03874 1.44953 0.52800 0.12 1.03 -0.04
N -1.04308 2.07220 1.35450 -0.14 0.03 -0.15
C -2.46986 1.81107 1.29331 0.02 -0.29 -0.01
P -2.82223 -0.02174 1.52529 -0.18 0.57 -0.34
C -3.60402 -0.12853 3.23514 0.44 -0.33 -0.11
C -2.70291 0.68768 4.17592 -0.03 -0.02 -0.08
C -3.53563 -1.60478 3.65707 -0.05 0.04 -0.01
C -5.03431 0.38851 3.32878 0.03 -0.01 -0.06
C -4.06458 -0.37820 0.15245 0.27 -0.18 0.18
C -4.69335 -1.75531 0.39088 0.00 0.04 0.00
C -3.19724 -0.44590 -1.11573 0.00 0.13 0.11
C -5.16777 0.66388 -0.04396 0.06 0.01 -0.02
C -0.45692 3.01708 2.19818 0.25 0.01 0.04
C -1.01119 3.89601 3.11927 -0.04 0.00 0.01
C -0.15551 4.71737 3.83632 -0.02 0.02 0.03
C 1.22232 4.67503 3.63518 0.03 -0.02 0.00
C 1.78398 3.81404 2.70481 0.05 0.00 0.00
C 0.93510 2.98215 1.98538 -0.24 0.01 0.13
C 3.31634 -0.24706 -1.51059 -0.07 -0.23 0.29
C 3.70291 -1.70740 -1.78062 0.04 0.04 0.02
C 4.41741 0.68268 -2.01674 -0.09 0.04 0.00
C 2.01022 0.04679 -2.25920 0.11 0.19 0.10
H 5.60368 -1.90694 2.18285 0.01 0.00 -0.01
H 5.48669 -1.89195 0.43099 -0.01 -0.01 0.02
H 4.11444 -2.44726 1.40762 0.03 -0.01 0.01
H 6.19722 0.68669 2.09087 0.02 0.01 -0.01
H 5.22905 1.73487 1.06573 0.03 -0.01 0.02
H 6.17341 0.42414 0.35958 -0.02 -0.01 -0.07
H 4.63253 -0.20383 3.58678 0.02 0.02 -0.01
H 3.06061 -0.81235 3.06362 0.02 0.05 0.02
H 3.41818 0.92923 2.99751 -0.03 -0.02 0.03
H 2.68313 2.24664 -0.45827 0.04 0.04 0.01
H 3.26435 2.18015 1.19348 0.02 0.01 0.00
H -2.86160 2.11363 0.32322 0.00 0.04 0.02
H -2.99891 2.38719 2.04903 -0.04 0.01 0.00
H -1.64531 0.52279 3.96068 -0.01 0.03 0.07
H -2.89508 0.38317 5.20628 0.00 0.00 0.01
H -2.90166 1.75665 4.11151 0.03 0.00 -0.01
H -2.50517 -1.97142 3.63020 0.00 -0.01 0.04
H -4.14602 -2.24505 3.01981 0.03 0.00 0.02
H -3.90508 -1.71087 4.67903 0.01 0.00 0.00
H -5.12832 1.40465 2.94297 -0.04 0.01 0.01
H -5.32354 0.40306 4.38195 -0.02 0.03 0.00
H -5.73952 -0.25745 2.80824 -0.02 0.04 -0.01
H -3.93827 -2.51326 0.61390 -0.04 -0.01 -0.01
H -5.23574 -2.07082 -0.50299 0.00 0.01 -0.01
H -5.40709 -1.73309 1.21353 0.01 -0.02 -0.02
H -2.45191 -1.25674 -1.04037 -0.04 -0.08 -0.05
H -2.67435 0.49303 -1.31275 0.02 0.02 -0.03
H -3.82145 -0.66704 -1.98302 0.05 -0.05 -0.04
H -5.90160 0.63263 0.75625 -0.01 0.01 0.04
H -5.69221 0.44246 -0.97613 -0.03 0.01 0.01
H -4.78640 1.68194 -0.12012 -0.04 -0.02 -0.04
H -2.08116 3.97120 3.26546 0.01 -0.03 0.00
H -0.56668 5.41262 4.55562 0.00 0.00 -0.01
H 1.86505 5.33456 4.20201 -0.01 0.00 -0.01
H 2.85400 3.82285 2.54050 -0.01 -0.02 -0.02
H 4.71720 -1.92568 -1.45460 -0.02 -0.01 -0.01
H 3.65306 -1.91841 -2.85079 -0.02 0.03 -0.01
H 3.02832 -2.39934 -1.26706 0.03 -0.03 -0.03
H 5.38594 0.41471 -1.60524 0.05 0.00 0.03
H 4.22070 1.73073 -1.78762 0.03 -0.01 -0.04
H 4.48820 0.59112 -3.10282 0.01 0.01 0.00
H 1.21874 -0.67572 -1.99724 -0.03 -0.08 -0.05
H 2.17995 -0.04996 -3.33291 -0.06 -0.07 -0.01
H 1.63274 1.05268 -2.07318 -0.06 -0.02 0.01
C 0.70713 -0.97262 4.28386 -0.05 -0.22 -0.02
O 0.47844 -0.41642 2.96780 -0.14 -0.03 -0.56
H -0.22354 -1.00597 4.84856 -0.01 0.01 -0.03
H 1.44139 -0.37415 4.81866 0.01 0.01 -0.04
H 1.09283 -1.98123 4.15752 0.00 0.00 -0.02
H 0.46630 0.54852 3.06287 -0.01 0.06 -0.21
C -1.40144 -3.94733 0.52953 0.01 -0.05 0.02
C -1.35731 -5.49963 0.51580 0.09 0.00 0.00
N -0.05755 -5.94625 0.03778 0.00 -0.08 -0.04
C 0.18824 -5.41607 -1.29650 -0.01 0.00 0.08
C 0.24612 -3.86640 -1.23594 0.01 -0.03 -0.09
N -0.06904 -3.40111 0.14502 -0.06 0.32 -0.15
C 0.95033 -3.95694 1.07836 0.02 0.02 0.00
C 0.98938 -5.50360 0.94640 -0.08 -0.04 -0.04
H -1.65250 -3.56945 1.52546 -0.04 0.07 -0.03
H -2.13625 -3.56897 -0.18407 0.02 0.04 0.03
H -2.12804 -5.90438 -0.13908 -0.03 0.01 0.02
H -1.51753 -5.90692 1.51407 -0.03 0.02 0.00
H -0.60651 -5.75395 -1.96091 0.00 0.00 0.01
H 1.12655 -5.82742 -1.66761 0.00 0.03 -0.03
H -0.47254 -3.41355 -1.92408 0.00 0.02 0.02
H 1.24123 -3.50405 -1.49774 -0.02 0.06 0.01
H 0.67438 -3.65629 2.09420 0.01 0.05 0.00
H 1.91964 -3.51276 0.83607 -0.02 0.04 0.01
H 0.83876 -5.98182 1.91395 0.04 0.02 0.01
H 1.94877 -5.83627 0.55091 0.02 0.01 0.04
```
Forces are in eV/Å.

The value obtained for the LUMO energy (spin up / spin down) is -5.3261 / -5.6638 eV. As for the spin multiplicity: 3. The value obtained for the energy is -89900.311 eV. Its frontier orbital gap (spin up / spin down) is 0.2780 / 0.2654 Ha. The value obtained for the energy above the lowest of the compared OMol25 structures with the same formula, charge and spin is 93.0 kJ/mol. As for the largest force on an atom: 2.2 eV Å⁻¹. The expectation value of S² is 2.003. As for the net charge: +2.

Record 2
C31H60FeN7O3PSb | the ωB97M-V functional and the def2-TZVPD basis

XYZ file:
```
104
Properties=species:S:1:pos:R:3:forces:R:3
Fe 1.58752 1.21845 2.24117 -0.22 -0.47 -1.30
C 0.05539 3.23456 -2.89783 -1.43 0.99 -0.01
C -1.36754 3.07819 -2.30608 0.41 -0.10 0.29
C -1.76102 3.84322 -1.16598 0.25 -0.64 -1.64
C -0.70261 4.73862 -0.60476 -0.68 0.00 -0.22
C -3.07186 3.74668 -0.72148 -0.64 -0.91 -0.53
C -3.64655 4.46334 0.45809 -0.93 -1.08 0.56
C -3.97578 2.85029 -1.37092 1.40 -0.89 0.03
C -5.41990 2.80619 -0.95980 0.47 0.80 -0.25
C -3.48260 1.86104 -2.25496 0.87 2.94 -0.02
C -4.33678 0.70841 -2.53034 -0.69 -0.55 0.45
C -2.19404 2.07936 -2.82000 -0.63 -0.06 0.20
C -1.70954 1.29878 -4.01773 -0.10 -0.54 -0.47
H 0.71114 3.56252 -2.10099 0.42 -0.29 -0.22
H 0.08966 4.03424 -3.68621 -0.09 -0.73 0.54
H 0.35386 2.29278 -3.32923 0.45 -0.05 -0.06
H 0.19132 4.15800 -0.51427 0.76 -0.06 0.15
H -0.99094 5.01251 0.37308 -0.18 0.75 1.14
H -0.52377 5.63031 -1.21697 0.02 -0.16 0.14
H -4.30640 3.74417 1.06863 0.99 1.18 -0.79
H -4.27698 5.25763 0.08843 -0.34 0.44 0.22
H -2.91143 4.88006 1.11329 0.47 0.31 0.36
H -6.05555 2.47248 -1.77151 -0.11 0.11 -0.11
H -5.69659 3.81891 -0.64380 -0.40 -0.48 -0.07
H -5.54654 2.11403 -0.14704 -0.31 -0.26 0.64
H -3.71435 -0.13723 -2.65747 0.60 -1.11 -0.43
H -5.04942 0.73941 -3.35546 0.01 0.28 0.03
H -4.85322 0.52557 -1.58556 -0.44 -0.28 -0.34
H -1.40392 2.02128 -4.82652 -0.40 -0.94 0.62
H -2.44921 0.54576 -4.39613 0.50 0.98 0.19
H -0.82622 0.69957 -3.74140 -0.11 0.18 -0.24
C -0.41779 -0.41304 0.41234 -0.01 -0.01 -1.49
N 0.22378 -0.39682 1.72216 1.85 1.18 0.98
C 0.94724 -1.72478 1.90558 -0.86 0.30 -0.10
N 0.00249 -2.78652 1.83962 -1.98 -0.90 0.40
C -0.83817 -2.76323 0.55459 1.29 0.33 0.41
N -1.43772 -1.44614 0.37545 -0.22 -0.53 0.28
C -2.39181 -1.26693 1.51618 0.62 -0.23 -1.56
N -1.72296 -1.33071 2.79002 0.16 0.44 0.36
C -0.81543 -0.23018 2.76532 -0.34 0.47 1.12
C -0.98020 -2.58440 2.95863 -1.26 -0.97 -1.81
H 0.39485 -0.56898 -0.34596 -0.82 -0.20 0.47
H -0.86729 0.55434 0.13602 0.07 -0.11 0.48
H 1.44151 -1.70731 2.88832 -0.08 -0.08 -0.20
H 1.68532 -1.84718 1.11596 0.13 0.25 -0.12
H -1.65599 -3.51106 0.62755 0.76 0.29 0.03
H -0.16328 -2.99237 -0.28735 -0.37 -0.01 0.34
H -3.11844 -2.05606 1.43235 -0.50 -0.13 -0.02
H -2.80799 -0.28333 1.33909 -0.57 0.14 0.42
H -0.37815 -0.15813 3.77926 0.31 0.09 -0.45
H -1.38752 0.70885 2.56896 0.57 -0.62 0.07
H -1.77702 -3.37318 2.91515 1.01 0.35 0.04
H -0.48015 -2.65541 3.89942 0.33 0.25 0.72
N 5.12373 4.03327 1.72743 0.23 1.41 -0.62
C 3.92048 4.05824 0.83049 0.23 -1.25 -0.14
P 3.52258 2.27263 0.62123 -1.06 0.49 -2.02
O 3.55850 1.54476 1.96108 0.37 -0.22 1.17
O 2.18511 2.02932 -0.03849 0.41 0.25 0.71
C 4.84506 1.72326 -0.51610 0.03 0.78 -2.05
N 4.98584 0.24985 -0.36178 -1.55 -1.03 0.73
H 5.09571 3.17871 2.28103 0.23 -0.82 0.52
H 5.07656 4.82431 2.38199 0.53 0.15 -0.11
H 5.99934 4.03331 1.15087 -0.37 0.16 0.73
H 4.09566 4.65798 -0.05566 0.31 -0.15 -0.24
H 3.08717 4.48464 1.32873 -0.72 0.46 0.65
H 5.84969 2.16770 -0.43573 -0.45 -0.03 0.33
H 4.49621 1.97233 -1.56812 0.18 -0.56 1.06
H 5.78897 0.04857 0.24970 0.43 -0.27 -0.18
H 4.91192 -0.36301 -1.20519 0.55 0.75 0.33
H 4.16080 -0.03439 0.24269 0.66 -0.18 -0.42
O 0.43537 2.38837 3.23605 0.28 -0.15 0.89
N 0.49136 2.48013 4.58718 0.44 1.72 0.91
C 1.71066 2.51452 5.26092 -2.17 0.36 0.58
C 1.75499 2.92673 6.57464 -1.53 0.34 0.77
C 0.54627 3.27863 7.24908 -0.36 -0.73 -1.17
C -0.66838 3.19768 6.56835 0.46 -0.11 -0.03
C -0.64523 2.88235 5.20509 -0.13 -0.63 0.20
H 2.56016 2.21558 4.72311 0.93 -0.30 -0.80
H 2.65932 2.98927 7.15759 0.35 -0.18 -0.35
H 0.45098 3.54115 8.28916 0.70 0.09 0.20
H -1.61023 3.36624 7.12764 0.65 0.04 -0.82
H -1.53764 2.89224 4.58123 0.33 -0.03 0.05
C 2.81192 -5.10038 -4.27932 0.21 1.47 -0.16
C 1.29423 -4.99701 -4.39426 -0.90 -1.64 0.85
Sb 0.31649 -4.95260 -2.40261 0.78 0.24 -0.52
C 0.74262 -7.05079 -1.86067 0.28 1.05 -0.49
C 1.86037 -6.99769 -0.80031 -0.78 -2.88 -0.55
C -1.71954 -4.85911 -3.15525 0.12 0.12 1.08
C -2.17968 -6.24488 -3.50913 -2.46 -0.70 0.87
H 3.29793 -4.71536 -5.21506 -0.25 -0.75 0.72
H 3.23496 -6.06244 -3.95961 -0.35 0.21 -0.30
H 3.05738 -4.35311 -3.50436 0.50 -0.29 -0.17
H 0.81857 -5.92181 -4.82165 0.44 1.11 -0.19
H 0.97532 -4.07317 -4.87382 -0.02 -0.23 -0.27
H 1.17522 -7.51316 -2.77894 -0.72 0.08 0.64
H -0.20543 -7.50110 -1.54659 0.49 -0.23 -0.05
H 2.72810 -6.57940 -1.21754 1.24 0.79 -0.57
H 2.14307 -8.06049 -0.55916 -0.20 0.89 -0.01
H 1.64943 -6.51556 0.11641 -0.55 0.66 0.88
H -1.72623 -4.17947 -4.00359 -0.05 0.23 0.08
H -2.29397 -4.43465 -2.28007 0.32 -0.30 -1.17
H -1.59417 -6.74605 -4.23926 0.88 -0.34 -0.59
H -3.24191 -6.31484 -3.93060 1.22 0.34 0.70
H -2.16707 -6.84784 -2.56775 -0.13 0.14 -0.87
```
Forces are in eV/Å.

The value obtained for the LUMO energy (spin up / spin down) is -5.8208 / -5.9814 eV. As for the spin multiplicity: 6. The value obtained for the energy is -99887.944 eV. Its frontier orbital gap (spin up / spin down) is 0.1201 / 0.1909 Ha. As for the largest force on an atom: 3.1 eV Å⁻¹. The expectation value of S² is 8.759. As for the net charge: +2.

What is the largest force on an atom in the second record?
3.1 eV Å⁻¹